(1)
{"formula": "C32H56AlBeClF2LiNO23PS3", "method": "ωB97M-V with the def2-TZVPD basis set", "e_lumo_ev": -4.74, "spin_multiplicity": 1, "relative_energy_kj_mol": 0.0, "e_tot_ha": -5497.7176, "total_charge": -1, "homo_ev": -5.6, "elements": ["Cl", "S", "S", "S", "P", "Al", "F", "F", "O", "O", "O", "O", "O", "O", "O", "O", "O", "O", "O", "O", "O", "O", "O", "O", "O", "O", "O", "O", "O", "O", "O", "N", "C", "C", "C", "C", "C", "C", "C", "C", "C", "C", "C", "C", "C", "C", "C", "C", "C", "C", "C", "C", "C", "C", "C", "C", "C", "C", "C", "C", "C", "C", "C", "C", "Be", "Li", "H", "H", "H", "H", "H", "H", "H", "H", "H", "H", "H", "H", "H", "H", "H", "H", "H", "H", "H", "H", "H", "H", "H", "H", "H", "H", "H", "H", "H", "H", "H", "H", "H", "H", "H", "H", "H", "H", "H", "H", "H", "H", "H", "H", "H", "H", "H", "H", "H", "H", "H", "H", "H", "H", "H", "H"], "coordinates": [[-2.15163, -3.99460, 5.47049], [-5.67223, 3.46260, -5.33287], [-7.96414, 2.28937, -4.93729], [3.44470, 3.20115, -0.88651], [-6.31987, 2.36974, 3.03900], [1.50594, -0.13736, -8.06441], [-8.52646, 3.41346, -5.91988], [-4.60148, 4.15279, -4.35792], [-1.33795, -4.46839, 4.36483], [-2.68065, 1.21215, -1.39346], [4.91735, 3.02183, -1.25496], [-3.48213, -4.55068, 5.36262], [3.53589, 4.69409, 3.60034], [-4.94594, 1.23895, -1.35171], [3.01226, 4.48576, -1.57323], [7.38672, -6.68773, 1.25776], [-5.68630, 1.89515, 4.34990], [7.56610, 3.05463, 0.23595], [-5.34952, 2.12329, 1.88152], [5.66475, -6.74756, -0.15807], [-6.04559, 4.59293, -6.15359], [3.41747, 3.46800, 0.77324], [-9.08120, 2.11768, -4.03598], [-6.63020, 3.86696, 3.13796], [-4.83875, 2.46431, -5.96807], [2.32732, -1.80593, -4.67264], [-7.73125, 1.17657, -5.83015], [-7.61408, 1.59013, 2.78830], [7.42421, -5.87034, -0.80991], [-1.55341, -4.41095, 6.72188], [-2.22513, -2.54841, 5.42694], [-6.71404, 2.96956, -4.26513], [-1.65530, 2.20703, -1.40006], [-3.20745, -0.71798, 3.07042], [4.41437, -3.35379, 1.57185], [-6.62799, -1.50084, 1.65780], [-0.77830, -0.51328, 1.91225], [-2.33706, -0.05014, 1.89694], [4.63707, -0.65838, 1.64903], [3.75775, -1.50835, -4.65052], [1.79034, -1.72700, -5.99904], [4.16227, 0.85503, 1.52622], [4.13777, -1.21036, -3.11786], [-8.25744, -2.64571, -0.12617], [-3.89990, 1.82360, -1.43011], [0.09452, 0.84159, 2.15903], [3.79840, -1.92109, 1.36732], [6.13440, -0.89145, 2.09490], [-4.12949, -1.91807, 2.48513], [-2.29773, 3.44086, -1.99314], [2.39351, 1.75730, -1.38351], [2.32291, 2.66372, 1.30621], [2.82597, 1.12804, -2.82038], [6.76424, -2.29445, 2.29874], [6.84546, -6.45109, 0.15724], [1.63110, 0.41972, 2.35179], [-5.67491, -1.79792, 2.94630], [4.23350, 0.35584, -2.79331], [2.22678, 0.61280, -0.26559], [-3.73379, 3.31295, -1.53431], [7.07055, 0.39637, 2.35402], [-7.07634, -2.90021, 0.95859], [5.87450, -3.54967, 2.05346], [2.60427, 1.05452, 1.23126], [9.43030, -6.55462, 0.96795], [2.26321, -4.18756, 0.33188], [7.45908, 0.71831, 1.31128], [-5.83979, -0.98278, 3.72806], [-3.64389, -2.92529, 2.74051], [4.70807, 0.45514, -1.74622], [-5.97523, -2.82318, 3.36255], [2.01678, 0.34986, -3.08281], [4.33997, -2.44326, -4.99217], [-6.03564, -0.85951, 0.90276], [-4.42439, 3.73652, -2.26063], [-0.29734, 1.26988, 3.15257], [-6.20143, -3.38954, 0.39083], [1.10548, 0.31946, -0.26834], [7.41896, 3.98185, 0.45786], [4.85072, 1.36405, 0.75578], [2.76607, 1.94493, -3.63639], [7.85267, -2.34891, 2.62383], [3.57488, 5.62481, 3.85253], [-7.59487, -0.95141, 1.91860], [6.33372, -4.57246, 2.24114], [6.50362, 1.29452, 2.76423], [2.77764, -0.35610, -0.57944], [8.00297, 0.11558, 2.95547], [3.19574, 4.71062, 2.69706], [4.38362, 1.39107, 2.52871], [-3.91168, 0.09918, 3.49091], [-1.31859, 2.36789, -0.37009], [2.71310, -1.82279, 1.03702], [0.78024, -2.28470, -5.97695], [1.56007, -0.63396, -6.30155], [-0.11594, 1.50658, 1.25777], [3.75657, -4.26921, 1.39167], [-1.81752, 4.37019, -1.67929], [-4.13287, -1.80943, 1.33088], [1.33324, 2.18336, -1.56980], [1.66557, -0.71751, 2.40448], [-2.76146, -0.21646, 0.84445], [2.47099, -2.26765, -6.74676], [-8.60270, -1.55192, -0.10309], [2.20886, 2.88135, 2.43600], [-2.38220, 1.09290, 2.06890], [6.72015, 2.76646, -0.13339], [-9.14511, -3.36710, 0.05111], [-7.49057, -3.64974, 1.72700], [4.95396, 0.90048, -3.51125], [4.06274, -0.59590, -5.26756], [1.33386, 2.96707, 0.82538], [3.40478, -1.74493, -2.42550], [-2.55464, -1.05095, 3.96134], [-2.25597, 3.39236, -3.08635], [-0.56939, -1.32052, 2.69109], [-3.88767, 3.75780, -0.54803], [-7.86737, -2.86562, -1.18219], [-0.58869, -0.95036, 0.85573], [-0.80881, 1.85800, -1.99965], [2.00089, 0.85450, 3.35892], [5.18053, -1.66008, -2.92823]]}


(2)
{"formula": "C32H56F24KN4O28S8", "method": "ωB97M-V with the def2-TZVPD basis set", "e_lumo_ev": 2.40, "spin_multiplicity": 1, "relative_energy_kj_mol": 666.2, "e_tot_ha": -9760.2951, "total_charge": -3, "homo_ev": -3.9, "elements": ["K", "S", "S", "S", "S", "S", "S", "S", "S", "F", "F", "F", "F", "F", "F", "F", "F", "F", "F", "F", "F", "F", "F", "F", "F", "F", "F", "F", "F", "F", "F", "F", "F", "O", "O", "O", "O", "O", "O", "O", "O", "O", "O", "O", "O", "O", "O", "O", "O", "O", "O", "O", "O", "O", "O", "O", "O", "O", "O", "O", "O", "N", "N", "N", "N", "C", "C", "C", "C", "C", "C", "C", "C", "C", "C", "C", "C", "C", "C", "C", "C", "C", "C", "C", "C", "C", "C", "C", "C", "C", "C", "C", "C", "C", "C", "C", "C", "H", "H", "H", "H", "H", "H", "H", "H", "H", "H", "H", "H", "H", "H", "H", "H", "H", "H", "H", "H", "H", "H", "H", "H", "H", "H", "H", "H", "H", "H", "H", "H", "H", "H", "H", "H", "H", "H", "H", "H", "H", "H", "H", "H", "H", "H", "H", "H", "H", "H", "H", "H", "H", "H", "H", "H"], "coordinates": [[-26.73286, 10.77518, 21.06417], [-21.56739, -1.17220, 15.12869], [-29.39690, 14.62088, 19.85377], [-17.43722, 15.89100, 16.28569], [-16.06177, 14.74632, 18.08907], [-21.84806, 1.25417, 15.27054], [-23.41811, 12.30723, 17.95687], [-24.06122, 10.21244, 16.67805], [-30.26976, 13.30732, 17.97559], [-22.26011, 3.12230, 13.40459], [-24.99703, 7.65892, 16.73856], [-30.89788, 10.65364, 18.03694], [-26.12921, 9.05909, 17.94412], [-13.36643, 14.89147, 18.30767], [-22.33716, 14.09534, 19.66811], [-17.49106, 18.53540, 15.64242], [-15.74008, 17.93366, 16.71883], [-26.45108, 9.07190, 15.72302], [-20.12088, 2.62752, 13.68027], [-23.55761, -2.22067, 13.51582], [-32.09118, 14.59876, 20.78168], [-21.67400, -2.36847, 12.70996], [-22.29413, -3.64947, 14.46410], [-30.86976, 16.26127, 21.60748], [-23.59265, 12.51850, 20.72558], [-15.86558, 17.55823, 14.53950], [-31.56393, 16.30363, 19.60021], [-14.17445, 12.97113, 17.58901], [-32.51852, 12.04104, 18.42671], [-21.63022, 12.16557, 19.91173], [-21.21152, 3.80609, 15.32379], [-31.81703, 11.95512, 16.43839], [-14.25224, 13.38174, 19.62257], [-18.19465, 16.31553, 17.46711], [-20.19157, -1.59414, 15.38202], [-28.87772, 15.45637, 18.78648], [-31.05934, 14.41982, 17.51480], [-27.44317, 1.67777, 12.09761], [-22.34331, -1.29833, 16.34426], [-22.15599, 12.13718, 17.20612], [-22.47532, 9.07811, 7.59514], [-31.84537, 3.57680, 15.89366], [-23.73243, 13.34878, 11.19467], [-27.57782, 23.56094, 23.36841], [-22.80929, 9.43698, 16.42098], [-29.98855, 3.63160, 13.48582], [-28.56837, 14.63761, 21.08552], [-19.66079, 13.37054, 28.44413], [-26.62964, 21.07532, 23.54331], [-16.99277, 13.71235, 18.50933], [-18.16645, 15.49049, 15.10981], [-15.98646, 15.94946, 18.91994], [-25.96196, 20.38409, 20.75900], [-24.17363, 13.41992, 17.43262], [-23.42348, 10.72792, 9.97283], [-23.23482, 1.58393, 15.47296], [-19.19084, 14.62784, 25.83872], [-24.39345, 11.02338, 15.53734], [-29.07885, 12.95125, 17.22729], [-20.95545, 1.20562, 16.41726], [-17.20100, 16.67933, 26.19508], [-24.20382, 11.03436, 18.24080], [-30.09345, 13.08964, 19.49255], [-21.57289, 0.21362, 14.12181], [-15.98771, 14.92457, 16.57818], [-21.34836, 2.88632, 14.35777], [-24.43739, 13.01233, 9.94922], [-14.33487, 13.98973, 18.44831], [-22.46572, 8.39836, 6.37066], [-25.53137, 19.58781, 21.88075], [-19.74285, 13.36773, 25.86656], [-26.55973, 19.69813, 23.07079], [-28.27329, 2.94057, 11.84131], [-31.79804, 4.67569, 14.90293], [-23.49469, 9.33150, 9.82934], [-24.64693, 11.49148, 9.81142], [-25.31567, 20.07011, 19.44807], [-27.71758, 21.40496, 24.46337], [-28.31608, 0.61518, 12.43956], [-31.10041, 15.52047, 20.54108], [-18.64526, 12.38442, 28.78602], [-18.24235, 14.85961, 24.78813], [-25.51284, 8.92617, 16.77645], [-16.53757, 17.60088, 15.71837], [-17.70335, 16.37192, 24.87811], [-31.41826, 11.85005, 17.69552], [-33.18314, 3.40464, 16.41524], [-24.07235, 14.62289, 11.66117], [-16.41648, 17.90638, 26.24602], [-27.49033, 22.87447, 24.65739], [-30.35140, 4.75901, 14.41604], [-22.37261, -2.47513, 13.87450], [-23.69952, 9.00621, 8.34520], [-28.03661, 24.94853, 23.57849], [-22.78113, 12.83029, 19.71706], [-28.69037, 3.78305, 13.02370], [-20.42957, 13.04963, 27.27667], [-17.91587, 12.41487, 27.97659], [-24.09895, 14.68412, 12.74913], [-15.67817, 17.93298, 25.44459], [-24.20607, 8.04549, 8.43739], [-18.32187, 17.13361, 24.40337], [-25.38857, 20.89273, 18.73669], [-25.61704, 19.14839, 18.95037], [-26.31907, 19.00440, 23.87634], [-23.18034, 8.71977, 5.61297], [-33.95954, 3.33265, 15.65358], [-21.45156, 8.52320, 5.99118], [-15.96320, 18.08182, 27.22164], [-33.40557, 2.51329, 17.00185], [-17.51506, 14.06382, 24.94894], [-16.78055, 16.44013, 24.30203], [-29.13371, 2.88563, 11.17441], [-25.46459, 18.55198, 21.54805], [-20.61908, 13.39349, 25.21875], [-28.37843, 4.81592, 12.86891], [-24.51457, 9.67986, 8.08067], [-27.48932, 19.36754, 22.60746], [-27.99162, 3.48169, 13.80411], [-32.31870, 4.33639, 14.00745], [-23.36125, 15.36825, 11.30499], [-22.61513, 8.77594, 10.15467], [-30.36573, 5.72541, 13.91209], [-29.00367, 24.95271, 24.08136], [-29.67448, 4.67602, 15.26633], [-33.28664, 4.30201, 17.02527], [-28.29518, 23.12520, 25.34838], [-28.60177, 0.80729, 13.47376], [-32.12698, 5.64079, 15.28825], [-24.29377, 19.76593, 19.67456], [-25.05892, 14.96698, 11.35069], [-25.40549, 13.51167, 9.91002], [-18.70323, 14.66112, 23.82052], [-20.65317, 11.98372, 27.32079], [-24.29112, 8.93704, 10.46036], [-28.69818, 21.37438, 23.98842], [-22.68027, 7.34369, 6.54309], [-27.92704, -0.40261, 12.41030], [-26.54137, 23.22914, 25.05961], [-25.12483, 11.43369, 8.83348], [-21.41877, 13.49371, 27.16545], [-27.78677, 20.81750, 25.37891], [-19.08464, 11.39735, 28.93003], [-23.92928, 13.40709, 9.06939], [-24.54968, 19.98712, 22.13559], [-27.66614, 25.64200, 24.33342], [-19.06169, 12.64200, 25.42222], [-25.45945, 11.11969, 10.43566], [-27.61105, 3.42006, 11.12045], [-18.29472, 12.68710, 29.77273], [-27.99084, 25.53081, 22.65819], [-29.29036, 0.81086, 11.99167], [-17.00001, 18.78122, 25.95918]]}